This record from the OMol25 dataset describes a single C4H13N3 molecule. The level of theory is wB97M-V/def2-TZVPD.

```
20
Properties=species:S:1:pos:R:3
N -1.851 2.845 0.654
C -1.730 1.374 0.660
C -0.229 0.911 0.591
N 0.261 0.237 -0.647
C 0.091 -1.260 -0.515
C 1.341 -1.968 -1.011
N 2.525 -1.385 -0.331
H -2.770 3.039 1.041
H -1.257 3.363 1.292
H -2.140 1.012 1.611
H -2.078 0.925 -0.302
H -0.075 0.281 1.488
H 0.427 1.783 0.734
H -0.400 0.448 -1.387
H -0.746 -1.396 -1.232
H -0.180 -1.557 0.492
H 1.524 -1.995 -2.083
H 1.254 -3.038 -0.711
H 3.350 -1.678 -0.854
H 2.682 -1.942 0.511
```

For the relative energy (zero: lowest compared OMol25 entry of this formula, charge and spin), the calculation gives 1.906 eV. The frontier orbital gap comes out at 0.3585 Eh. For the LUMO energy, the calculation gives 1.10 eV. As for the SMILES: NCCNCCN. Its largest force on an atom is 2.82 eV/A. The HOMO energy is -8.65 eV. As for the net charge: 0.

This record from the OMol25 dataset describes a molecular structure, C4H6N2O3. The level of theory is wB97M-V/def2-TZVPD.

```
15
Properties=species:S:1:pos:R:3
C -2.268 -0.578 0.079
C 1.182 1.151 -0.074
C 2.040 0.045 0.470
C -0.063 0.347 0.029
N -1.308 0.575 -0.117
N 1.181 -1.149 0.312
O -1.795 -1.610 -0.618
O -3.296 -0.420 0.649
O -1.854 1.687 -0.363
H 1.209 1.923 0.629
H 1.399 1.465 -1.161
H 2.938 -0.029 0.032
H 2.146 0.125 1.611
H -2.567 -2.224 -0.700
H 1.056 -1.309 -0.779
```

For the relative energy (zero: lowest compared OMol25 entry of this formula, charge and spin), the calculation gives 6.967 eV. The frontier orbital gap comes out at 0.3383 Eh. For the LUMO energy, the calculation gives 0.16 eV. Its largest force on an atom is 5.78 eV/A. The HOMO energy is -9.05 eV. As for the net charge: 0.

This record from the OMol25 dataset describes 5 unconnected molecules or ions with the total composition H10O5. The level of theory is wB97M-V/def2-TZVPD.

```
15
Properties=species:S:1:pos:R:3
O -0.861 -1.793 -0.808
H -1.701 -1.725 -1.252
H -1.014 -1.985 0.130
O -1.132 -0.871 1.605
H -0.934 -1.030 2.533
H -1.024 0.065 1.420
O -0.941 1.962 0.838
H -1.034 2.913 0.994
H -0.110 1.794 0.396
O 1.624 1.622 -0.358
H 1.568 0.884 -1.017
H 2.033 1.270 0.441
O 1.348 -0.723 -1.621
H 0.468 -0.924 -1.210
H 1.710 -1.458 -2.089
```

For the relative energy (zero: lowest compared OMol25 entry of this formula, charge and spin), the calculation gives 0.461 eV. The frontier orbital gap comes out at 0.4393 Eh. For the LUMO energy, the calculation gives 0.70 eV. As for the SMILES: O.O.O.O.O. Its largest force on an atom is 1.55 eV/A. The HOMO energy is -11.26 eV. As for the net charge: 0.

This record from the OMol25 dataset describes a single C2H6NO molecule. The level of theory is wB97M-V/def2-TZVPD.

```
10
Properties=species:S:1:pos:R:3
C 0.148 0.830 -0.541
O -0.750 0.418 -1.413
C 0.073 0.114 0.949
N 0.340 -1.338 0.925
H 0.202 1.985 -0.267
H 1.140 0.649 -1.012
H -0.823 0.554 1.255
H 0.961 0.441 1.578
H -0.334 -1.937 0.408
H 1.144 -1.340 0.414
```

As for the spin multiplicity: 2. For the relative energy (zero: lowest compared OMol25 entry of this formula, charge and spin), the calculation gives 1.063 eV. The frontier orbital gap (spin up / spin down) comes out at 0.3828 / 0.2767 Eh. For the LUMO energy (spin up / spin down), the calculation gives 1.04 / -1.71 eV. Its largest force on an atom is 3.94 eV/A. The HOMO energy (spin up / spin down) is -9.37 / -9.24 eV. The expectation value of S² is 0.76. As for the net charge: 0.

This record from the OMol25 dataset describes a molecular structure, C32H31N6O5SSiTi. The level of theory is wB97M-V/def2-TZVPD.

```
77
Properties=species:S:1:pos:R:3
Ti 0.147 -0.362 -0.019
C -2.023 -0.975 3.423
C -2.260 -0.621 1.966
C -3.641 -0.037 1.740
O -1.261 0.352 1.538
C -2.072 -1.892 1.111
O -2.900 -2.771 1.168
O -0.993 -1.902 0.388
H -2.084 -0.078 4.047
H -1.039 -1.429 3.554
H -2.779 -1.686 3.748
H -3.784 0.845 2.368
H -4.393 -0.783 1.986
H -3.771 0.244 0.693
H -0.753 0.637 2.321
N 2.698 -5.925 1.269
C 2.599 -4.909 0.337
C 3.728 -4.158 -0.019
C 3.622 -3.108 -0.907
C 2.390 -2.804 -1.463
C 1.262 -3.545 -1.131
C 1.362 -4.583 -0.229
S 2.221 -1.428 -2.539
O 1.140 -1.706 -3.457
O 3.508 -1.052 -3.031
N 1.669 -0.336 -1.436
C 1.658 0.990 -1.607
N 1.002 1.594 -0.569
C 0.854 2.912 -0.605
C 1.383 3.658 -1.633
C 2.014 2.953 -2.658
N 2.138 1.638 -2.674
H 3.613 -6.322 1.405
H 1.956 -6.605 1.271
H 4.691 -4.401 0.416
H 4.485 -2.511 -1.174
H 0.307 -3.313 -1.581
H 0.476 -5.145 0.044
H 0.309 3.360 0.219
H 1.293 4.734 -1.661
H 2.421 3.474 -3.519
C 0.512 1.566 5.689
C 0.564 2.187 4.448
C 1.028 1.484 3.341
C 1.454 0.152 3.436
C 1.416 -0.437 4.702
C 0.946 0.252 5.813
Si 1.969 -0.796 1.852
C 3.718 -0.221 1.396
C 4.793 -1.113 1.436
C 6.066 -0.730 1.034
C 6.296 0.563 0.584
C 5.245 1.470 0.547
C 3.975 1.078 0.947
H 0.146 2.104 6.554
H 0.247 3.218 4.344
H 1.067 1.986 2.376
H 1.755 -1.461 4.820
H 0.921 -0.236 6.780
H 2.153 -2.207 2.326
H 4.630 -2.127 1.787
H 6.883 -1.442 1.073
H 7.286 0.864 0.266
H 5.415 2.483 0.202
H 3.168 1.803 0.904
N -2.678 -1.450 -5.961
C -2.577 -0.852 -4.986
C -2.497 -0.086 -3.780
C -3.297 1.036 -3.607
C -3.190 1.744 -2.424
C -2.298 1.311 -1.462
N -1.535 0.232 -1.620
C -1.625 -0.455 -2.761
H -3.983 1.338 -4.387
H -3.794 2.623 -2.248
H -2.189 1.834 -0.519
H -0.969 -1.309 -2.880
```

As for the spin multiplicity: 2. For the relative energy (zero: lowest compared OMol25 entry of this formula, charge and spin), the calculation gives 0.525 eV. The frontier orbital gap (spin up / spin down) comes out at 0.2561 / 0.2533 Eh. For the LUMO energy (spin up / spin down), the calculation gives -0.68 / -0.66 eV. Its largest force on an atom is 1.27 eV/A. The HOMO energy (spin up / spin down) is -7.65 / -7.55 eV. The expectation value of S² is 0.75. As for the net charge: 0.

This record from the OMol25 dataset describes a molecular structure, C8H18NO6S2. The level of theory is wB97M-V/def2-TZVPD.

```
35
Properties=species:S:1:pos:R:3
C -1.650 -0.454 -2.149
C -0.375 0.105 -2.203
S 0.814 -0.689 -3.382
O 2.175 -0.139 -3.118
O 0.352 -0.232 -4.744
N 0.677 -2.368 -3.368
S 2.019 -3.128 -2.672
O 1.757 -4.610 -2.792
O 3.330 -2.853 -3.323
C 2.123 -2.831 -0.838
C 0.801 -2.227 -0.237
O 1.117 -0.974 0.399
H -2.042 -0.813 -1.175
H -2.186 -0.556 -3.120
H -0.071 0.976 -1.571
H 3.015 -2.218 -0.576
H 2.281 -3.824 -0.342
H -0.037 -2.146 -0.964
H 0.462 -2.893 0.599
H 1.300 -0.302 -0.271
C -0.479 3.798 1.760
C -1.733 2.952 1.617
O -1.470 1.587 1.344
C -0.714 0.885 2.320
C -1.370 0.852 3.691
H 0.132 3.730 0.858
H -0.745 4.844 1.926
H 0.138 3.474 2.599
H -2.318 3.325 0.774
H -2.374 3.045 2.502
H 0.300 1.294 2.379
H -0.610 -0.135 1.953
H -1.487 1.853 4.114
H -0.767 0.265 4.386
H -2.365 0.407 3.626
```

The frontier orbital gap comes out at 0.2977 Eh. For the LUMO energy, the calculation gives 2.56 eV. Its largest force on an atom is 5.41 eV/A. The HOMO energy is -5.55 eV. As for the net charge: -1.

Number 1: E_tot -8827.5065 eV. Number 2: E_tot -13362.0121 eV. Number 3: E_tot -10400.3882 eV. Number 4: E_tot -5705.6349 eV. Number 5: E_tot -94696.2307 eV. Number 6: E_tot -44029.9895 eV.